1.
Entry from the OMol25 dataset: a gas-phase ion, C5H8N5O2S2 (charge -1) (ωB97M-V with the def2-TZVPD basis set).

The structure (SMILES) is C=C[C@@H](NS(C)(=O)=O)n1nnnc1[S-]. The calculation puts the HOMO energy at -4.2 eV. The HOMO-LUMO gap comes out at 7.419 eV.

```
! wB97M-V def2-TZVPD RIJCOSX def2/J DEFGRID3
* xyz -1 1
C 2.116 -0.761 2.296
C 1.102 0.060 2.012
C 0.405 -0.036 0.648
N -0.967 0.487 0.729
S -2.218 -0.457 0.231
C -2.197 -0.557 -1.590
O -2.133 -1.698 0.876
O -3.368 0.363 0.495
N 1.167 0.640 -0.386
N 1.493 1.977 -0.260
N 1.925 2.348 -1.393
N 1.975 1.330 -2.239
C 1.440 0.222 -1.652
S 1.029 -1.261 -2.228
H 2.660 -0.685 3.162
H 2.307 -1.404 1.522
H 0.513 0.575 2.741
H 0.390 -1.061 0.222
H -1.094 1.467 0.596
H -3.014 -1.079 -1.909
H -2.216 0.491 -1.921
H -1.317 -0.962 -1.954
*
```



2.
Entry from the OMol25 dataset: C6H11N in the gas phase (ωB97M-V with the def2-TZVPD basis set).

The structure (SMILES) is C=CC(N)=C(C)C. The calculation puts the HOMO energy at -7.4 eV. The HOMO-LUMO gap comes out at 7.592 eV.

```
! wB97M-V def2-TZVPD RIJCOSX def2/J DEFGRID3
* xyz 0 1
C 2.309 -0.953 -1.285
C 1.567 -0.295 -0.320
C 0.192 -0.542 0.043
N -0.345 -1.761 -0.452
C -0.616 0.423 0.520
C -2.098 0.241 0.618
C -0.137 1.761 0.996
H 2.780 -0.283 -2.002
H 2.599 -1.998 -1.324
H 2.262 0.359 0.215
H -1.088 -1.667 -1.127
H 0.377 -2.331 -0.866
H -2.599 0.963 -0.043
H -2.587 0.250 1.593
H -2.443 -0.680 0.144
H -0.889 2.534 0.803
H 0.024 1.819 2.074
H 0.691 2.160 0.412
*
```



3.
Entry from the OMol25 dataset: 2 unconnected molecules or ions with the total composition CH2Br3PS (ωB97M-V with the def2-TZVPD basis set).

The calculation puts the HOMO energy (alpha / beta) at -9.1 / -9.1 eV. The HOMO-LUMO gap (alpha / beta) comes out at 6.798 / 6.856 eV.

```
! wB97M-V def2-TZVPD RIJCOSX def2/J DEFGRID3
* xyz 0 1
C 0.481 -0.671 -0.037
P 1.298 0.094 2.390
S 1.627 1.758 3.320
Br 2.048 -0.702 -1.141
Br -0.072 -1.146 3.774
Br 3.131 -1.124 2.081
H 0.110 -1.766 0.034
H -0.220 -0.046 -0.283
*
```



The evaluated relative energy (zero: lowest compared OMol25 entry of this formula, charge and spin) for the records listed, in turn: 0.0 306.0 247.7 kJ/mol.
The evaluated strongest force on any atom for the records listed, in turn: 3.47 2.15 7.19 eV/Å.